Density functional theory data (ωB97M-V with the def2-TZVPD basis set) for a structure of composition C22H33F2N2O11ReSSi at a distorted geometry.

Output
Relative energy (zero: lowest compared OMol25 entry of this formula, charge and spin): 0.6 kcal/mol
E: -75133.1855 eV
Orbital gap (spin up / spin down): 0.2884 / 0.2744 hartree
Highest occupied orbital energy (spin up / spin down): -5.73 / -5.80 eV
Expectation value of S²: 3.770
Strongest force on any atom: 1.17 eV/Å

Structure (ORCA input):
```
! RIJCOSX wB97M-V def2-TZVPD def2/J DEFGRID3
* xyz -1 4
Re 0.277 -0.315 0.243
O 0.299 -4.412 0.497
C -0.170 -3.298 0.425
O 0.618 -2.244 0.404
C -1.675 -3.138 0.338
C -2.380 -4.321 0.386
C -3.760 -4.361 0.230
C -4.465 -3.192 -0.001
C -3.787 -2.001 0.000
C -2.365 -1.893 0.183
O -1.818 -0.743 0.143
N -4.580 -0.803 -0.209
O -5.405 -0.823 -1.114
O -4.327 0.187 0.449
N -4.469 -5.615 0.301
O -5.686 -5.598 0.176
O -3.827 -6.634 0.489
H -1.829 -5.239 0.527
H -5.533 -3.214 -0.157
C -1.017 2.618 1.905
C -1.218 2.977 0.443
C -0.553 4.313 0.122
C -2.713 3.037 0.157
O -0.572 1.930 -0.346
Si -0.582 1.775 -2.027
S 0.314 -0.103 -2.215
O 0.214 3.002 -2.751
C 1.584 3.281 -3.055
C 1.651 4.785 -3.300
C 1.970 2.519 -4.320
C 2.500 2.890 -1.901
O -2.118 1.929 -2.506
C -2.838 1.640 -3.705
C -3.050 0.133 -3.819
C -4.181 2.347 -3.560
C -2.075 2.171 -4.916
H -1.450 3.395 2.534
H 0.043 2.526 2.144
H -1.522 1.675 2.120
H -1.015 5.101 0.719
H -0.674 4.555 -0.934
H 0.514 4.280 0.350
H -3.181 3.727 0.862
H -3.160 2.053 0.283
H -2.910 3.379 -0.856
H 0.944 5.063 -4.084
H 2.656 5.075 -3.609
H 1.391 5.327 -2.389
H 1.344 2.835 -5.157
H 1.837 1.449 -4.160
H 3.016 2.710 -4.570
H 2.165 3.365 -0.977
H 3.522 3.211 -2.107
H 2.499 1.810 -1.762
H -3.652 -0.227 -2.984
H -2.093 -0.388 -3.807
H -3.571 -0.100 -4.750
H -4.690 1.990 -2.664
H -4.810 2.141 -4.428
H -4.034 3.425 -3.476
H -1.140 1.621 -5.044
H -1.835 3.226 -4.774
H -2.678 2.057 -5.817
C 2.717 1.471 1.363
C 2.275 0.333 0.456
O 3.103 -0.279 -0.189
H 3.729 1.783 1.101
H 2.706 1.102 2.391
H 2.028 2.313 1.290
F -0.872 -1.068 2.813
C 0.231 -0.323 2.400
F 1.332 -0.998 2.915
H 0.181 0.601 2.981
*
```


Density functional theory data (ωB97M-V with the def2-TZVPD basis set) for a cluster of 3 separate species, C33H36FN3O4S2 in total at a distorted geometry.

Output
Relative energy (zero: lowest compared OMol25 entry of this formula, charge and spin): 124.2 kcal/mol
E: -71844.0748 eV
Orbital gap: 0.1285 hartree
Highest occupied orbital energy: -7.59 eV
Strongest force on any atom: 3.36 eV/Å

Structure (ORCA input):
```
! RIJCOSX wB97M-V def2-TZVPD def2/J DEFGRID3
* xyz 0 1
C -6.936 -0.299 -1.038
C -5.489 -0.270 -1.482
C -4.993 0.835 -2.180
C -3.653 0.927 -2.578
C -3.247 2.268 -3.073
C -2.794 -0.187 -2.362
N -1.415 -0.237 -2.714
C -0.317 -0.398 -1.893
N 0.761 -0.084 -2.695
C 2.079 0.047 -2.272
C 2.597 -0.870 -1.335
C 1.756 -1.906 -0.647
C 3.979 -0.873 -1.091
C 4.837 0.130 -1.548
C 6.244 0.152 -1.045
C 4.329 1.037 -2.485
C 2.971 1.004 -2.851
C 2.540 2.064 -3.819
C 0.430 0.207 -4.061
C -1.046 -0.077 -4.128
C -3.303 -1.319 -1.704
C -2.427 -2.498 -1.429
C -4.616 -1.327 -1.228
H -7.176 -1.265 -0.573
H -7.137 0.495 -0.305
H -7.637 -0.134 -1.871
H -5.665 1.682 -2.330
H -2.159 2.533 -2.871
H -3.490 2.377 -4.161
H -3.894 3.027 -2.517
H 2.308 -2.259 0.253
H 0.777 -1.465 -0.379
H 1.583 -2.808 -1.277
H 4.407 -1.657 -0.459
H 6.799 1.008 -1.420
H 6.257 0.170 0.044
H 6.790 -0.751 -1.321
H 4.996 1.812 -2.905
H 3.085 3.001 -3.603
H 2.794 1.796 -4.878
H 1.459 2.296 -3.728
H 0.535 1.237 -4.432
H 1.048 -0.317 -4.826
H -1.239 -0.952 -4.767
H -1.614 0.689 -4.694
H -3.006 -3.208 -0.814
H -2.123 -3.022 -2.354
H -1.528 -2.176 -0.882
H -4.971 -2.170 -0.611
C -4.016 2.298 3.074
C -3.321 2.599 4.250
C -2.448 1.639 4.774
C -2.259 0.473 4.035
S -1.101 -0.769 4.655
N 0.352 -0.582 3.689
F 0.096 -0.824 1.490
S 1.679 -1.469 4.443
C 3.215 -0.865 3.714
C 3.703 -1.560 2.613
C 4.923 -1.161 2.058
C 5.614 -0.088 2.642
C 5.148 0.546 3.799
C 3.953 0.111 4.386
O 1.667 -1.010 5.816
O 1.500 -2.845 4.082
O -0.702 -0.380 5.986
O -1.607 -2.067 4.349
C -3.002 0.126 2.912
C -3.861 1.089 2.374
H -4.731 3.038 2.704
H -3.415 3.557 4.762
H -1.879 1.789 5.699
H 3.102 -2.370 2.181
H 5.306 -1.710 1.200
H 6.561 0.244 2.202
H 5.687 1.380 4.254
H 3.562 0.534 5.315
H -2.838 -0.844 2.437
H -4.371 0.857 1.442
*
```


Density functional theory data (ωB97M-V with the def2-TZVPD basis set) for an isolated molecule of C17H20N2O3.

Output
Relative energy (zero: lowest compared OMol25 entry of this formula, charge and spin): 13.9 kcal/mol
E: -27077.5865 eV
Structure (SMILES): CCCCNC(=O)COC(=O)c1cc(C)nc2ccccc12
Orbital gap: 0.3164 hartree
Highest occupied orbital energy: -8.97 eV
Strongest force on any atom: 0.74 eV/Å

Structure (ORCA input):
```
! RIJCOSX wB97M-V def2-TZVPD def2/J DEFGRID3
* xyz 0 1
C 2.882 -0.776 -2.987
C 1.535 -1.448 -3.225
C 1.440 -2.785 -2.490
C 0.066 -3.446 -2.636
N -0.961 -2.690 -1.956
C -1.447 -3.045 -0.756
O -1.238 -4.104 -0.207
C -2.338 -1.957 -0.122
O -1.541 -0.905 0.423
C -1.103 0.048 -0.395
O -1.341 0.073 -1.585
C -0.234 1.053 0.269
C 0.781 1.574 -0.499
C 1.691 2.495 0.063
C 2.806 3.046 -0.765
N 1.598 2.889 1.304
C 0.597 2.427 2.078
C 0.523 2.906 3.402
C -0.480 2.491 4.232
C -1.450 1.588 3.771
C -1.402 1.100 2.494
C -0.374 1.491 1.615
H 2.938 0.170 -3.521
H 3.694 -1.412 -3.333
H 3.029 -0.583 -1.925
H 1.395 -1.615 -4.295
H 0.739 -0.782 -2.888
H 2.198 -3.466 -2.879
H 1.641 -2.633 -1.426
H -0.202 -3.532 -3.693
H 0.078 -4.440 -2.185
H -1.152 -1.755 -2.298
H -3.033 -1.551 -0.865
H -2.876 -2.386 0.724
H 0.891 1.267 -1.528
H 2.406 3.570 -1.631
H 3.398 3.734 -0.169
H 3.442 2.239 -1.125
H 1.275 3.609 3.723
H -0.538 2.860 5.246
H -2.243 1.279 4.435
H -2.156 0.409 2.153
*
```


Density functional theory data (ωB97M-V with the def2-TZVPD basis set) for the ion C7H12N3S with charge +1 at a distorted geometry.

Output
Relative energy (zero: lowest compared OMol25 entry of this formula, charge and spin): 87.0 kcal/mol
E: -22748.9587 eV
Structure (SMILES): [H]/N=C1/CC[C@H](CC)[N@@H+]1N=C=S
Orbital gap: 0.3317 hartree
Highest occupied orbital energy: -13.82 eV
Strongest force on any atom: 3.62 eV/Å

Structure (ORCA input):
```
! RIJCOSX wB97M-V def2-TZVPD def2/J DEFGRID3
* xyz 1 1
H -1.120 -3.298 -1.039
N -1.608 -2.439 -1.137
C -1.350 -1.304 -0.682
C -2.094 -0.105 -1.103
C -1.098 1.132 -0.744
C -0.304 0.678 0.437
C 1.059 1.421 0.648
C 1.501 1.080 2.063
N -0.072 -0.797 0.193
N 1.063 -0.846 -0.682
C 1.619 -1.847 -1.210
S 2.708 -2.574 -2.052
H -2.458 -0.187 -2.178
H -3.047 -0.010 -0.602
H -0.296 1.145 -1.568
H -1.485 2.135 -0.622
H -0.788 0.811 1.401
H 1.871 1.045 -0.034
H 0.624 2.451 0.502
H 1.513 -0.014 2.237
H 1.024 1.471 2.939
H 2.618 1.362 2.239
H 0.120 -1.311 0.992
*
```


Q: Which value of E does entry 3 give?
A: -27077.5865 eV


Q: Which value of relative energy (zero: lowest compared OMol25 entry of this formula, charge and spin) does entry 1 give?
A: 0.6 kcal/mol


Please write out number 2 again, unchanged.
Density functional theory data (ωB97M-V with the def2-TZVPD basis set) for a cluster of 3 separate species, C33H36FN3O4S2 in total at a distorted geometry.

Output
Relative energy (zero: lowest compared OMol25 entry of this formula, charge and spin): 124.2 kcal/mol
E: -71844.0748 eV
Orbital gap: 0.1285 hartree
Highest occupied orbital energy: -7.59 eV
Strongest force on any atom: 3.36 eV/Å

Structure (ORCA input):
```
! RIJCOSX wB97M-V def2-TZVPD def2/J DEFGRID3
* xyz 0 1
C -6.936 -0.299 -1.038
C -5.489 -0.270 -1.482
C -4.993 0.835 -2.180
C -3.653 0.927 -2.578
C -3.247 2.268 -3.073
C -2.794 -0.187 -2.362
N -1.415 -0.237 -2.714
C -0.317 -0.398 -1.893
N 0.761 -0.084 -2.695
C 2.079 0.047 -2.272
C 2.597 -0.870 -1.335
C 1.756 -1.906 -0.647
C 3.979 -0.873 -1.091
C 4.837 0.130 -1.548
C 6.244 0.152 -1.045
C 4.329 1.037 -2.485
C 2.971 1.004 -2.851
C 2.540 2.064 -3.819
C 0.430 0.207 -4.061
C -1.046 -0.077 -4.128
C -3.303 -1.319 -1.704
C -2.427 -2.498 -1.429
C -4.616 -1.327 -1.228
H -7.176 -1.265 -0.573
H -7.137 0.495 -0.305
H -7.637 -0.134 -1.871
H -5.665 1.682 -2.330
H -2.159 2.533 -2.871
H -3.490 2.377 -4.161
H -3.894 3.027 -2.517
H 2.308 -2.259 0.253
H 0.777 -1.465 -0.379
H 1.583 -2.808 -1.277
H 4.407 -1.657 -0.459
H 6.799 1.008 -1.420
H 6.257 0.170 0.044
H 6.790 -0.751 -1.321
H 4.996 1.812 -2.905
H 3.085 3.001 -3.603
H 2.794 1.796 -4.878
H 1.459 2.296 -3.728
H 0.535 1.237 -4.432
H 1.048 -0.317 -4.826
H -1.239 -0.952 -4.767
H -1.614 0.689 -4.694
H -3.006 -3.208 -0.814
H -2.123 -3.022 -2.354
H -1.528 -2.176 -0.882
H -4.971 -2.170 -0.611
C -4.016 2.298 3.074
C -3.321 2.599 4.250
C -2.448 1.639 4.774
C -2.259 0.473 4.035
S -1.101 -0.769 4.655
N 0.352 -0.582 3.689
F 0.096 -0.824 1.490
S 1.679 -1.469 4.443
C 3.215 -0.865 3.714
C 3.703 -1.560 2.613
C 4.923 -1.161 2.058
C 5.614 -0.088 2.642
C 5.148 0.546 3.799
C 3.953 0.111 4.386
O 1.667 -1.010 5.816
O 1.500 -2.845 4.082
O -0.702 -0.380 5.986
O -1.607 -2.067 4.349
C -3.002 0.126 2.912
C -3.861 1.089 2.374
H -4.731 3.038 2.704
H -3.415 3.557 4.762
H -1.879 1.789 5.699
H 3.102 -2.370 2.181
H 5.306 -1.710 1.200
H 6.561 0.244 2.202
H 5.687 1.380 4.254
H 3.562 0.534 5.315
H -2.838 -0.844 2.437
H -4.371 0.857 1.442
*
```


Q: Among the records above, which one has the highest strongest force on any atom?
A: C7H12N3S